# 1
ORCA calculation (the ωB97M-V functional and the def2-TZVPD basis) on an isolated molecule of C20H27N5O4.

Each line ends with the Mulliken charge.
Element x y z (Å)
O -1.843 1.331 -1.838  -0.43
O -3.601 -2.543 -0.039  -0.63
O -3.966 -4.617 -3.912  -0.20
O 7.195 2.453 2.636  -0.47
N 1.533 2.462 1.058  -0.88
N -2.749 -5.020 -3.389  -0.65
N 3.744 2.567 1.597  -0.12
N -3.531 -0.875 -1.573  0.17
N 4.949 1.006 2.835  -0.54
C 2.603 0.661 2.393  -0.28
C -2.479 -4.198 -2.417  0.59
C -3.220 -0.366 -2.899  -0.75
C -1.046 -0.126 -0.034  -0.47
C -3.501 0.155 -0.545  -1.97
C 0.261 1.765 0.997  0.31
C -4.383 -3.535 -3.248  -0.51
C -1.233 -4.322 -1.606  -1.17
C -1.882 0.356 -2.858  -0.46
C -2.135 0.834 -0.521  1.68
C 2.516 1.895 1.638  0.50
C 0.312 0.563 0.046  -0.95
C -0.804 2.733 0.488  -0.89
C 4.877 2.108 2.176  0.40
C 3.914 -0.981 3.741  -1.32
C -2.170 2.065 0.375  -1.19
C 3.776 0.278 2.947  0.40
C -3.559 -2.183 -1.206  0.71
C -3.499 -3.209 -2.282  0.47
C 6.078 2.999 1.988  -0.56
H -0.996 -1.010 -0.674  -0.15
H -0.045 1.407 1.994  0.24
H -1.716 0.886 -3.797  0.44
H -2.905 2.764 -0.033  0.46
H -0.435 -3.712 -2.034  0.25
H 0.604 0.930 -0.942  0.10
H -3.181 -1.177 -3.621  0.50
H -2.524 1.760 1.365  0.33
H -5.329 -3.121 -3.554  0.51
H -1.342 -0.492 0.954  0.52
H 2.973 -1.523 3.807  0.34
H 6.247 3.107 0.909  0.32
H -0.488 3.102 -0.489  0.35
H -4.268 0.901 -0.777  0.37
H -0.895 -5.355 -1.585  0.41
H 3.735 3.442 1.092  0.30
H -4.012 0.327 -3.202  0.24
H -1.074 -0.376 -2.735  0.23
H -3.727 -0.304 0.414  0.52
H 4.266 -0.741 4.746  0.32
H 1.076 -0.150 0.359  0.59
H -0.859 3.596 1.154  0.37
H 7.944 3.041 2.497  0.32
H -1.420 -3.986 -0.587  0.34
H 4.670 -1.620 3.284  0.31
H 5.823 3.991 2.385  0.32
H 1.716 0.060 2.521  0.37

The calculation puts the LUMO energy at 0.6 eV. Its SMILES is Cc1c/c(=N\[C@H]2CC[C@@]3(CC2)CN(C(=O)c2conc2C)CCO3)[nH]c(CO)n1.

=====

# 2
ORCA calculation (the ωB97M-V functional and the def2-TZVPD basis) on a structure of composition C20H27N6OTi.

Each line ends with the Mulliken charge.
Element x y z (Å)
Ti 0.342 0.321 0.148  0.14
O 3.753 2.084 2.196  -0.66
N -1.123 1.533 0.308  0.10
N -1.365 -1.438 0.027  0.67
N 0.109 -0.799 2.050  0.00
N 1.618 1.386 1.402  -0.68
N 1.411 1.543 -1.375  0.00
N -0.497 -0.128 -2.141  0.01
C 2.692 1.729 1.792  0.80
C 2.038 0.248 -1.144  -0.80
C -2.025 -1.719 -1.096  0.04
C -3.255 -3.460 -0.034  -0.59
C -1.797 -0.768 -2.234  -0.76
C -0.484 1.168 -2.837  -0.49
C -0.250 4.233 0.287  -1.19
C -3.471 2.150 0.348  0.73
C -2.683 4.833 0.200  -0.72
C -2.071 2.467 0.306  -0.22
C 0.884 1.806 -2.706  -1.09
C -4.034 4.500 0.208  -0.71
C -1.704 3.861 0.280  0.96
C -1.013 -1.629 2.398  -0.96
C -2.618 -3.128 1.148  -0.93
C -2.961 -2.736 -1.177  -0.86
C -3.900 0.722 0.533  -0.63
C -1.684 -2.104 1.137  0.41
C 1.139 -1.375 1.201  -0.83
C -4.409 3.163 0.304  -0.71
H -0.727 -2.490 3.011  0.45
H -2.388 5.876 0.153  0.43
H 0.154 4.251 -0.731  0.11
H 1.567 1.419 -3.468  0.39
H 0.464 -0.237 2.807  0.31
H -3.455 -2.944 -2.118  0.49
H -4.789 5.274 0.166  0.37
H 2.135 -1.272 1.612  0.39
H -3.582 0.096 -0.300  -0.14
H -0.768 1.079 -3.891  0.48
H -0.111 5.228 0.711  0.50
H 2.988 0.329 -0.632  0.40
H -1.965 -1.258 -3.197  0.41
H -5.462 2.906 0.358  0.39
H 1.906 2.321 -0.970  0.28
H -3.980 -4.264 -0.062  0.43
H 0.913 -2.389 0.888  0.26
H -2.552 0.017 -2.142  0.32
H -3.453 0.296 1.434  0.07
H 0.210 -0.744 -2.528  0.28
H -4.985 0.653 0.619  0.44
H 0.324 3.505 0.856  0.10
H -1.219 1.795 -2.331  0.28
H 0.787 2.880 -2.862  0.40
H 2.133 -0.346 -2.050  0.28
H -2.837 -3.649 2.071  0.51
H -1.741 -1.040 2.963  0.34

The calculation puts the LUMO energy (spin up / spin down) at 0.3 / -0.5 eV. As for the spin multiplicity: 2.

=====

# 3
ORCA calculation (the ωB97M-V functional and the def2-TZVPD basis) on an isolated molecule of C20H27NO2.

Each line ends with the Mulliken charge.
Element x y z (Å)
O 1.749 -2.844 -0.271  -0.35
O -4.492 0.283 -0.950  -0.46
N -0.625 1.412 0.232  -0.29
C 1.809 -0.407 -0.131  1.77
C -2.809 0.475 0.815  -1.40
C 2.796 0.732 -0.132  -0.07
C 3.705 0.889 0.908  -0.02
C -3.502 0.319 -1.946  -0.70
C 4.600 1.943 0.908  -0.92
C 2.582 -3.894 -0.388  -0.63
C 4.601 2.857 -0.132  -0.38
C 0.187 0.938 1.333  -1.38
C -1.695 0.542 -0.234  0.79
C -3.846 -1.763 0.225  -1.67
C -2.281 1.131 -1.518  -0.82
C 2.511 -1.727 -0.247  -0.82
C 3.827 -2.061 -0.355  -0.51
C -5.238 0.036 1.257  -1.82
C 2.808 1.652 -1.172  -0.10
C 0.922 -0.399 1.130  -1.31
C -4.071 -0.245 0.305  1.77
C 3.872 -3.476 -0.446  -0.57
C 3.703 2.708 -1.174  -0.85
H -1.337 -0.481 -0.453  -0.04
H -2.960 -2.011 -0.354  0.33
H 1.536 -0.587 2.012  0.58
H 1.152 -0.306 -1.006  0.46
H -4.988 -0.275 2.267  0.35
H -3.725 -2.169 1.225  0.41
H -5.463 1.099 1.255  0.44
H 4.746 -4.087 -0.540  0.45
H -3.190 -0.699 -2.225  0.31
H 3.716 0.178 1.720  0.38
H 5.301 2.051 1.723  0.40
H -6.121 -0.501 0.923  0.42
H -3.066 1.501 1.084  0.27
H -2.458 -0.038 1.711  0.44
H -1.540 1.126 -2.320  0.46
H -4.708 -2.232 -0.244  0.40
H -0.454 0.852 2.215  0.35
H 3.698 3.414 -1.991  0.39
H 2.138 -4.869 -0.419  0.47
H 0.924 1.721 1.533  0.55
H -3.986 0.778 -2.811  0.40
H 0.201 -1.215 1.052  0.54
H -2.578 2.163 -1.323  0.28
H 5.299 3.681 -0.131  0.39
H -0.024 1.657 -0.548  0.33
H 4.661 -1.391 -0.375  0.56
H 2.116 1.540 -1.996  0.40

The calculation puts the LUMO energy at 0.7 eV. Its SMILES is CC1(C)C[C@H](NCC[C@@H](c2ccccc2)c2ccco2)CCO1.

=====

# 4
ORCA calculation (the ωB97M-V functional and the def2-TZVPD basis) on an isolated molecule of C20H27NO3 in a non-equilibrium geometry.

Each line ends with the Mulliken charge.
Element x y z (Å)
O -3.718 -0.991 -0.032  -0.19
O -0.273 2.782 1.176  -0.63
O -1.254 -1.497 1.686  -0.32
N 1.594 -0.092 1.469  0.30
C 1.760 0.587 -3.381  -1.59
C 0.627 -1.472 -4.263  -0.73
C 0.820 1.797 -1.521  -1.81
C -0.378 -1.142 -3.351  -0.15
C 1.070 -1.157 2.417  -1.32
C -2.325 -0.237 3.079  0.27
C 0.996 0.296 0.225  -2.02
C -2.468 -0.958 2.170  -0.19
C -0.866 -0.195 3.451  -0.46
C 3.179 -0.313 1.334  -0.92
C 0.997 2.806 0.814  -1.79
C -0.446 -0.196 -2.546  -1.60
C -0.427 -0.843 2.530  0.79
C -4.537 -1.439 -0.925  -0.93
C 3.673 1.216 0.871  -0.61
C 0.706 0.661 -2.420  1.41
C 1.381 1.505 -0.231  2.50
C 2.993 1.433 -0.415  -1.19
C 1.770 -0.442 -4.208  -0.66
C -3.639 -1.612 1.234  -0.76
H -4.494 -0.793 -1.765  0.27
H -0.566 1.941 1.498  0.40
H 3.054 0.800 -1.269  0.69
H 3.506 -0.482 2.347  0.43
H -4.365 -2.449 -1.333  0.37
H 1.334 2.528 -2.092  0.56
H -0.736 0.517 4.295  0.36
H -3.620 -2.659 0.943  0.33
H 3.400 2.589 -0.535  0.22
H 2.372 1.177 -3.587  1.31
H 3.395 -1.167 0.717  0.45
H 0.755 -2.517 -4.929  0.21
H 1.389 -0.571 -0.374  0.41
H -3.246 0.262 3.618  0.27
H -1.182 -2.009 -3.354  0.12
H -0.033 0.337 0.641  0.12
H -0.283 1.998 -1.133  0.27
H -1.115 -0.185 -1.920  1.40
H -4.568 -1.458 1.875  0.24
H 1.337 -2.077 1.875  0.41
H 1.463 3.566 0.417  0.80
H 4.654 0.944 0.727  0.49
H 1.601 -1.187 3.202  0.69
H 1.373 2.504 1.752  0.68
H 2.401 -0.471 -5.013  0.46
H 3.408 2.071 1.502  0.32
H -5.603 -1.138 -0.592  0.34

The calculation puts the LUMO energy at 0.8 eV. Its SMILES is COCc1ccc(CN2CCC[C@@](CO)(Cc3ccccc3)C2)o1.

=====

# 5
ORCA calculation (the ωB97M-V functional and the def2-TZVPD basis) on a structure of composition C20H28BaIN7S5Sb in a non-equilibrium geometry.

Each line ends with the Mulliken charge.
Element x y z (Å)
Ba 0.681 -1.095 -1.840  0.98
I -3.338 -2.203 4.285  0.03
Sb 1.595 -2.281 -4.377  0.50
S 2.302 -3.195 -6.354  -0.69
S 1.963 -3.541 -2.445  -0.58
S -1.696 1.125 1.316  -0.18
S -0.705 -1.858 -4.189  -0.82
S 2.504 -0.204 -3.779  -0.72
N -1.924 -2.574 0.236  0.12
N -2.899 1.149 -1.450  -0.25
N -1.831 3.776 1.577  0.26
N 3.574 0.205 -0.372  0.19
N -2.213 3.146 -0.489  0.44
N 1.814 -0.094 1.860  0.44
N 2.968 -2.302 0.626  0.35
C -3.166 0.915 -3.808  -0.40
C 2.492 -2.465 1.967  -0.99
C -2.339 2.968 -2.905  -0.60
C 2.416 -1.100 2.697  -0.86
C -3.183 -2.682 2.233  -0.29
C -2.057 -2.305 1.526  -0.19
C -1.922 2.673 0.771  -0.30
C -2.278 4.527 -0.436  -0.35
C 2.506 1.149 1.638  -0.72
C -2.470 2.391 -1.639  0.71
C -1.516 3.739 2.972  -0.95
C -2.902 -3.218 -0.384  -0.41
C -4.057 -3.647 0.254  -0.65
C -2.707 2.213 -4.001  -0.52
C 4.358 -2.003 0.405  -0.73
C -4.207 -3.374 1.608  -0.17
C -3.215 0.429 -2.512  -0.48
C 3.803 0.988 0.812  -0.88
C 4.487 -0.879 -0.640  -0.77
C -2.045 4.906 0.836  -0.70
H -1.671 2.718 3.318  0.31
H -2.638 2.630 -4.994  0.42
H -2.516 5.125 -1.288  0.38
H 2.775 1.664 2.586  0.27
H 3.110 -3.146 2.588  0.27
H 4.207 -1.289 -1.608  0.34
H -2.036 5.881 1.277  0.47
H 4.176 2.002 0.591  0.41
H 4.929 -2.869 0.032  0.39
H -2.743 -3.398 -1.438  0.46
H 3.417 0.765 -1.197  0.28
H 0.824 0.034 2.007  -0.07
H -3.470 0.299 -4.636  0.41
H 2.622 -2.996 -0.018  0.08
H -1.234 -1.767 1.979  0.37
H 5.546 -0.560 -0.697  0.27
H 1.482 -2.872 1.893  0.38
H -2.165 4.423 3.519  0.35
H -1.950 3.967 -3.029  0.30
H 1.862 -1.248 3.638  0.43
H 1.819 1.773 1.059  0.24
H -3.556 -0.575 -2.308  0.42
H -4.827 -4.182 -0.281  0.40
H -0.474 4.019 3.132  0.32
H 4.557 0.490 1.423  0.26
H 4.820 -1.695 1.347  0.28
H 3.428 -0.782 2.961  0.37
H -5.087 -3.690 2.148  0.39

The calculation puts the LUMO energy at 1.6 eV. Its charge is -1.

=====

# 6
ORCA calculation (the ωB97M-V functional and the def2-TZVPD basis) on a structure of composition C20H28Cl2LaN2O2 in a non-equilibrium geometry.

Each line ends with the Mulliken charge.
Element x y z (Å)
La -1.016 0.572 -0.137  1.23
Cl -0.898 -2.191 -0.555  -0.69
Cl -2.945 2.491 -0.241  -0.76
O 0.837 0.227 -4.084  -0.42
O -0.882 -1.012 3.942  -0.42
N -0.284 0.886 -2.311  -0.46
N -1.256 0.183 2.133  -0.46
C -2.630 -0.188 2.531  1.52
C 1.895 -0.266 1.635  0.94
C 3.592 -0.703 -0.571  1.45
C -1.737 2.193 -3.612  -1.38
C 1.068 0.103 2.896  -1.23
C 3.937 -1.250 0.677  -1.17
C -2.609 -0.015 -2.891  -1.82
C -0.605 0.041 -4.432  -0.76
C 0.875 0.649 -2.837  0.59
C -1.363 0.762 -3.314  1.51
C 2.153 0.811 -2.070  -1.16
C 3.084 -1.034 1.774  1.48
C -2.321 -1.242 3.598  -0.76
C 4.580 -0.826 -1.702  -1.92
C -3.210 1.103 3.054  -1.37
C -0.389 -0.238 2.998  0.60
C 3.531 -1.508 3.133  -1.93
C 1.580 0.327 0.389  -1.38
C 2.406 0.068 -0.730  0.88
C -3.534 -0.743 1.431  -1.83
H -2.348 -2.250 3.159  0.37
H -4.212 0.943 3.464  0.43
H 4.899 -1.777 0.812  0.06
H 1.511 -0.322 3.783  0.42
H 5.419 -1.462 -1.386  0.34
H -3.184 0.477 -2.073  0.34
H -2.358 -1.032 -2.527  0.43
H 2.755 -2.140 3.608  0.34
H -2.509 1.495 3.825  0.36
H -3.083 -1.623 0.931  0.43
H 1.107 1.211 2.956  0.29
H -0.772 -1.045 -4.370  0.37
H -2.131 2.669 -2.690  0.13
H -3.299 -0.101 -3.745  0.45
H -2.945 -1.148 4.526  0.27
H 3.732 -0.652 3.812  0.34
H 4.459 -2.089 3.028  0.34
H 2.197 1.891 -1.816  0.30
H -3.758 -0.006 0.625  0.34
H -4.506 -1.032 1.860  0.45
H -2.477 2.244 -4.416  0.43
H 4.987 0.167 -1.992  0.34
H -3.240 1.850 2.234  0.13
H 4.103 -1.268 -2.599  0.34
H 0.465 2.030 0.409  -0.30
H 2.928 0.578 -2.786  0.38
H -0.801 2.732 -3.881  0.37
H -0.798 0.458 -5.455  0.27

The calculation puts the LUMO energy at 2.7 eV. Its charge is -1.

=====

# 7
ORCA calculation (the ωB97M-V functional and the def2-TZVPD basis) on an isolated molecule of C20H28ClNO3.

Each line ends with the Mulliken charge.
Element x y z (Å)
Cl -5.729 1.303 -1.457  -0.21
O -1.786 -1.885 -1.787  -0.62
O -2.382 -2.155 0.355  -0.32
O 2.249 0.275 -2.224  -0.68
N 2.019 -0.707 -0.237  0.31
C 4.410 1.696 -1.865  -1.84
C -3.109 1.018 -0.888  -0.68
C 5.053 -0.075 -0.263  -1.57
C 2.662 0.140 -1.086  0.60
C -1.606 -1.675 -0.616  -1.02
C -4.715 -2.120 -0.375  -1.05
C 3.930 0.898 -0.643  1.88
C -0.311 -0.971 1.444  -1.27
C -0.666 0.610 -0.550  -0.88
C -4.333 1.494 -0.451  0.20
C -4.461 2.122 0.778  -0.64
C 2.188 -0.927 1.180  -0.83
C 0.844 -1.395 -0.731  -2.69
C -2.107 1.809 1.136  -0.31
C -0.441 -0.847 -0.077  3.44
C -3.498 -2.963 -0.032  -0.30
C 0.993 -0.354 1.946  -0.71
C 3.634 1.911 0.471  -1.54
C -1.982 1.163 -0.089  0.08
C -3.335 2.280 1.565  -0.75
H 2.774 2.520 0.199  0.32
H -0.629 0.610 -1.641  0.52
H 0.153 1.230 -0.187  0.44
H -4.528 -1.539 -1.273  0.24
H -3.693 -3.601 0.832  0.35
H 3.649 2.406 -2.176  0.37
H -4.945 -1.440 0.443  0.26
H 0.796 -1.268 -1.813  0.68
H 2.239 -2.011 1.351  0.28
H 5.968 0.486 -0.078  0.46
H -5.569 -2.769 -0.550  0.46
H -1.167 -0.504 1.932  0.50
H -1.235 1.957 1.757  0.40
H -3.028 0.539 -1.851  0.52
H 0.940 -2.463 -0.500  0.42
H 0.974 0.730 1.819  0.23
H -3.206 -3.575 -0.892  0.34
H 4.603 1.030 -2.701  0.39
H 3.109 -0.487 1.545  0.49
H 5.236 -0.763 -1.085  0.38
H 4.490 2.573 0.589  0.51
H -3.418 2.779 2.519  0.41
H -5.423 2.485 1.104  0.46
H 1.111 -0.564 3.011  0.46
H -0.322 -2.031 1.708  0.53
H 3.440 1.451 1.435  0.25
H 5.323 2.236 -1.625  0.45
H 4.836 -0.662 0.624  0.29

The calculation puts the LUMO energy at 0.6 eV. Its SMILES is CCOC(=O)[C@@]1(Cc2cccc(Cl)c2)CCCN(C(=O)C(C)(C)C)C1.

=====

# 8
ORCA calculation (the ωB97M-V functional and the def2-TZVPD basis) on a structure of composition C20H28CrN2Si in a non-equilibrium geometry.

Each line ends with the Mulliken charge.
Element x y z (Å)
Cr -1.003 -0.596 1.813  0.25
Si 0.309 0.867 -1.733  -0.13
N 0.894 -1.258 2.181  -0.34
N -1.687 -1.926 3.015  -0.30
C 4.452 -0.933 -2.674  -0.46
C 0.046 1.188 3.257  -0.54
C 0.561 1.719 2.033  -0.58
C -1.245 -1.873 0.474  -1.03
C -3.300 2.254 -2.410  -0.33
C -1.382 0.846 -2.577  0.47
C -0.523 2.005 1.171  -0.28
C -0.992 1.483 -3.797  -0.79
C 0.699 -2.560 2.998  -0.71
C -1.397 1.146 3.142  -0.75
C -1.648 2.661 -4.131  -0.43
C -1.740 1.601 1.801  -1.11
C -0.564 -2.383 3.861  -0.50
C 4.123 0.393 -2.403  -0.68
C -2.650 1.085 -2.015  -0.45
C 1.784 -0.232 -1.877  0.73
C -2.779 3.064 -3.416  -0.48
C 2.191 -1.594 -2.014  -0.25
C 3.497 -1.927 -2.406  -0.45
C 2.820 0.731 -2.036  -0.50
H -4.173 2.591 -1.873  0.38
H 3.808 -2.972 -2.494  0.35
H 4.864 1.187 -2.501  0.37
H 1.606 -2.723 3.637  0.40
H 1.451 -1.494 1.336  0.15
H 1.635 1.922 1.832  0.38
H 0.943 2.163 -1.631  -0.12
H 2.585 1.804 -1.980  0.17
H -1.165 3.343 -4.830  0.34
H -2.400 -1.935 0.654  0.22
H -0.285 0.096 -0.553  0.17
H -0.814 -3.384 4.245  0.40
H 1.570 -0.710 2.732  0.38
H -2.769 1.833 1.482  0.50
H -0.731 -2.872 0.815  0.12
H 0.590 1.057 4.215  0.47
H -2.413 -1.578 3.643  0.24
H -3.067 0.482 -1.207  0.40
H -0.468 2.591 0.248  0.94
H -1.108 -1.984 -0.659  0.29
H -2.104 1.008 3.978  0.57
H 0.657 -3.395 2.260  0.34
H -2.029 -2.824 2.599  0.33
H -0.010 1.302 -4.270  0.46
H 1.497 -2.428 -1.892  0.39
H 5.448 -1.195 -3.034  0.36
H -3.244 4.009 -3.673  0.36
H -0.341 -1.651 4.664  0.31

The calculation puts the LUMO energy (spin up / spin down) at 0.3 / 0.2 eV. As for the spin multiplicity: 5.

=====

One value per record, in order, for DFT total energy: -36818.04480; -55282.02902; -26763.04201; -28795.55923; -101137.74257; -54176.65457; -41351.17277; -60466.82119 eV.